One molecule with the formula CH3NO2S2 in a non-equilibrium geometry, computed with ωB97M-V with the def2-TZVPD basis set.

Output
- Frontier orbital gap: 8.95 eV
- Energy above the lowest of the compared OMol25 structures with the same formula, charge and spin: 324.6 kJ/mol
- E: -28337.058 eV
- HOMO level: -8.96 eV
- Structure (SMILES): ON(O)C(=S)S
- LUMO energy: -0.01 eV
- 2S+1: 1

Cartesian coordinates (Å):
S: 1.826 -0.761 -0.768
S: -0.780 0.656 -1.785
O: -1.441 0.256 1.094
O: 0.692 -0.514 1.706
N: -0.106 0.170 0.769
C: 0.298 0.012 -0.510
H: -0.244 -0.152 -2.717
H: 1.578 -0.767 1.362
H: -1.823 1.100 0.848

natural (NBO) atomic charge list, values in e, 2 entries:
1 S -0.220
2 S 0.049